No. 1
C9H11FN2O3 | ωB97M-V/def2-TZVPD

Calculated values
* total charge: 0
* ΔE to the lowest compared entry with this formula, charge and spin: 63.90 kJ/mol
* frontier orbital gap: 9.92 eV
* LUMO energy: -0.17 eV

Element x y z (Å)
C (1.38, -3.21, -0.15)
C (0.61, -2.10, -0.17)
C (2.08, -3.66, 1.10)
C (1.21, -1.50, 2.03)
C (-0.39, 1.18, 1.35)
C (-0.48, 0.96, -0.16)
C (-0.28, -0.15, 0.75)
C (0.68, 1.43, -1.08)
C (-1.93, 1.24, -0.76)
N (1.75, -2.71, 2.11)
N (0.65, -1.11, 0.81)
O (2.64, -4.70, 1.42)
O (1.15, -0.80, 2.99)
O (-3.01, 1.04, 0.06)
F (-1.74, -1.15, 0.87)
H (1.37, -3.96, -0.92)
H (0.17, -1.76, -1.16)
H (0.48, 1.42, 1.94)
H (-1.19, 1.45, 2.11)
H (1.60, 0.93, -1.12)
H (0.94, 2.46, -0.78)
H (0.45, 1.46, -2.20)
H (-2.04, 0.64, -1.77)
H (-1.97, 2.35, -0.96)
H (2.12, -2.90, 3.05)
H (-3.01, 0.18, 0.36)



No. 2
C26H47BClN11O23 | ωB97M-V/def2-TZVPD

Calculated values
* total charge: 0
* frontier orbital gap: 7.87 eV
* LUMO energy: -1.18 eV
* SMILES: CC(=O)N(C)c1cc2c(c(Cl)c1CCCN)C(=O)C=C(CB(O)O)C2=O.C[N+](=O)[O-].C[N+](=O)[O-].C[N+](=O)[O-].C[N+](=O)[O-].C[N+](=O)[O-].C[N+](=O)[O-].C[N+](=O)[O-].C[N+](=O)[O-].C[N+](=O)[O-]

Element x y z (Å)
C (-2.63, 4.62, 5.44)
C (-2.58, 5.27, 4.06)
O (-1.69, 6.07, 3.85)
N (-3.54, 4.98, 3.07)
C (-3.32, 5.71, 1.82)
C (-3.71, 3.57, 2.84)
C (-2.62, 2.74, 2.96)
C (-2.71, 1.40, 2.72)
C (-3.95, 0.88, 2.33)
C (-5.05, 1.72, 2.21)
Cl (-6.54, 0.98, 1.65)
C (-4.97, 3.09, 2.46)
C (-6.10, 4.09, 2.33)
C (-7.46, 3.66, 2.96)
C (-7.33, 2.94, 4.32)
N (-6.43, 3.59, 5.29)
C (-4.00, -0.61, 2.07)
O (-4.95, -1.33, 2.29)
C (-2.72, -1.19, 1.54)
C (-1.53, -0.69, 1.85)
C (-0.27, -1.28, 1.26)
B (-0.40, -1.17, -0.34)
O (0.10, -2.19, -1.17)
O (-1.03, -0.09, -0.87)
C (-1.52, 0.48, 2.81)
O (-0.59, 0.68, 3.56)
H (-3.32, 3.76, 5.44)
H (-1.63, 4.24, 5.65)
H (-2.93, 5.35, 6.19)
H (-4.19, 5.62, 1.17)
H (-3.22, 6.77, 2.05)
H (-2.43, 5.38, 1.27)
H (-1.64, 3.12, 3.23)
H (-5.81, 5.02, 2.82)
H (-6.20, 4.35, 1.27)
H (-8.08, 4.56, 3.06)
H (-7.98, 3.05, 2.22)
H (-8.34, 2.96, 4.77)
H (-7.10, 1.89, 4.15)
H (-6.38, 4.57, 5.05)
H (-5.52, 3.15, 5.26)
H (-2.78, -2.06, 0.88)
H (0.65, -0.76, 1.57)
H (-0.23, -2.35, 1.50)
H (-0.36, -3.00, -0.95)
H (-1.77, -0.34, -1.45)
C (-10.18, 1.31, -0.85)
N (-9.94, 2.63, -0.21)
O (-8.81, 2.87, 0.17)
O (-10.89, 3.37, -0.10)
H (-9.25, 0.76, -0.87)
H (-10.93, 0.79, -0.25)
H (-10.55, 1.50, -1.85)
C (2.87, -2.78, -2.18)
N (3.79, -2.53, -3.32)
O (4.99, -2.54, -3.10)
O (3.28, -2.33, -4.40)
H (3.46, -2.94, -1.29)
H (2.24, -1.91, -2.07)
H (2.28, -3.66, -2.42)
C (8.14, -2.03, -3.68)
N (9.26, -1.33, -3.00)
O (10.20, -0.96, -3.69)
O (9.17, -1.17, -1.81)
H (8.36, -2.10, -4.74)
H (8.05, -3.02, -3.23)
H (7.24, -1.45, -3.51)
C (12.52, -2.94, -5.47)
N (11.91, -3.89, -6.44)
O (10.87, -4.45, -6.11)
O (12.49, -4.06, -7.49)
H (11.89, -2.90, -4.58)
H (13.51, -3.31, -5.22)
H (12.57, -1.97, -5.95)
C (-5.49, -0.61, -1.73)
N (-4.25, 0.19, -1.92)
O (-3.25, -0.40, -2.32)
O (-4.31, 1.36, -1.68)
H (-5.29, -1.64, -2.00)
H (-5.78, -0.52, -0.69)
H (-6.25, -0.18, -2.39)
C (10.69, -7.72, -6.30)
N (10.56, -8.79, -5.27)
O (9.92, -8.53, -4.27)
O (11.10, -9.85, -5.50)
H (10.16, -6.84, -5.96)
H (11.75, -7.51, -6.42)
H (10.26, -8.11, -7.22)
C (-0.76, -2.09, 5.54)
N (-1.38, -3.03, 4.56)
O (-2.41, -3.57, 4.88)
O (-0.80, -3.18, 3.51)
H (-1.38, -2.06, 6.43)
H (0.23, -2.47, 5.77)
H (-0.70, -1.12, 5.06)
C (-11.81, 5.19, 2.73)
N (-11.22, 4.88, 4.06)
O (-10.03, 5.09, 4.21)
O (-11.96, 4.43, 4.90)
H (-11.03, 5.59, 2.08)
H (-12.22, 4.27, 2.32)
H (-12.59, 5.93, 2.89)
C (17.06, -3.48, -5.19)
N (16.10, -2.35, -5.10)
O (15.17, -2.47, -4.32)
O (16.31, -1.40, -5.81)
H (16.75, -4.26, -4.51)
H (17.05, -3.84, -6.22)
H (18.04, -3.10, -4.92)



No. 3
C5H9NO2 | ωB97M-V/def2-TZVPD

Calculated values
* total charge: 0
* ΔE to the lowest compared entry with this formula, charge and spin: 550.62 kJ/mol
* frontier orbital gap: 9.16 eV
* LUMO energy: 0.41 eV
* SMILES: C[C@@H]1N=C[C@@H](O)[C@H]1O

Element x y z (Å)
C (2.21, -0.09, 0.29)
C (0.95, 0.01, -0.42)
N (0.40, 1.39, -0.66)
C (-0.74, 1.64, -0.32)
C (-1.26, 0.51, 0.58)
O (-2.57, 0.06, 0.08)
C (-0.24, -0.42, 0.32)
O (-0.72, -1.28, -0.76)
H (2.29, 0.33, 1.28)
H (2.58, -1.15, 0.15)
H (3.07, 0.41, -0.12)
H (0.73, -0.69, -1.47)
H (-1.30, 2.41, -0.80)
H (-1.26, 0.75, 1.55)
H (-2.63, -0.85, -0.62)
H (-0.16, -1.08, 1.14)
H (-1.32, -1.94, -0.21)



No. 4
C37H39GeN2O3ReS2 | ωB97M-V/def2-TZVPD

Calculated values
* total charge: +2
* ΔE to the lowest compared entry with this formula, charge and spin: 2.32 kJ/mol
* frontier orbital gap (spin up / spin down): 4.43 / 4.32 eV
* LUMO energy (spin up / spin down): -7.77 / -7.88 eV
* multiplicity: 3

Element x y z (Å)
Re (0.66, -0.52, 1.92)
C (-2.87, -2.75, 1.66)
C (-1.61, -3.54, 1.40)
C (-1.61, -4.64, 0.56)
C (-0.45, -5.34, 0.30)
C (0.75, -4.97, 0.89)
C (0.80, -3.89, 1.75)
C (2.09, -3.47, 2.40)
C (-0.39, -3.20, 2.01)
N (-0.31, -2.02, 2.82)
C (-0.74, -1.94, 4.05)
C (-1.34, -3.07, 4.79)
C (-0.55, -0.61, 4.59)
C (-1.03, -0.19, 5.93)
N (0.07, 0.17, 3.74)
C (0.18, 1.59, 3.96)
C (1.44, 2.12, 4.24)
C (2.63, 1.22, 4.38)
C (1.54, 3.50, 4.40)
C (0.42, 4.31, 4.26)
C (-0.81, 3.76, 3.95)
C (-0.97, 2.39, 3.80)
C (-2.32, 1.80, 3.49)
H (-3.51, -2.78, 0.78)
H (-2.65, -1.71, 1.89)
H (-3.43, -3.18, 2.49)
H (-2.54, -4.95, 0.09)
H (-0.47, -6.19, -0.38)
H (1.66, -5.51, 0.66)
H (2.37, -4.17, 3.19)
H (2.03, -2.47, 2.87)
H (2.90, -3.46, 1.67)
H (-1.41, -3.95, 4.16)
H (-2.34, -2.80, 5.15)
H (-0.74, -3.31, 5.67)
H (-2.09, -0.42, 6.05)
H (-0.87, 0.87, 6.10)
H (-0.49, -0.76, 6.70)
H (2.67, 0.48, 3.57)
H (2.59, 0.67, 5.32)
H (3.56, 1.79, 4.37)
H (2.50, 3.94, 4.65)
H (0.52, 5.38, 4.39)
H (-1.67, 4.40, 3.82)
H (-2.90, 2.50, 2.89)
H (-2.88, 1.62, 4.41)
H (-2.24, 0.86, 2.94)
C (-1.15, -0.82, -2.78)
Ge (0.10, 0.67, -3.13)
C (-0.40, 2.53, -2.77)
C (0.60, 3.49, -2.61)
C (0.25, 4.80, -2.34)
C (-1.09, 5.16, -2.23)
C (-2.08, 4.20, -2.41)
C (-1.74, 2.89, -2.67)
C (1.24, 0.05, -4.60)
C (2.27, -0.81, -4.32)
C (3.02, -1.40, -5.35)
C (2.72, -1.11, -6.65)
C (1.66, -0.24, -6.98)
C (1.32, 0.04, -8.33)
C (0.28, 0.86, -8.63)
C (-0.48, 1.46, -7.60)
C (-0.17, 1.21, -6.29)
C (0.90, 0.35, -5.94)
H (-1.66, -1.03, -3.72)
H (-1.89, -0.64, -2.01)
H (-0.55, -1.70, -2.52)
H (1.64, 3.21, -2.70)
H (1.03, 5.54, -2.21)
H (-1.35, 6.19, -2.02)
H (-3.12, 4.49, -2.34)
H (-2.51, 2.14, -2.81)
H (2.51, -1.04, -3.29)
H (3.83, -2.07, -5.11)
H (3.30, -1.56, -7.45)
H (1.91, -0.42, -9.11)
H (0.03, 1.06, -9.66)
H (-1.30, 2.11, -7.85)
H (-0.76, 1.67, -5.50)
O (2.20, 0.67, 0.72)
S (1.22, 0.21, -0.28)
O (1.51, 0.63, -1.66)
O (1.04, -1.24, -0.11)
S (-0.52, 0.94, 0.53)



Calculated total energy (computed, Eh): -784.57307 -3836.02971 -400.96704 -4719.61316